(1)
This record from the Open Molecules 2025 dataset describes a structure of composition C4H8O2S in a non-equilibrium geometry. The level of theory is ωB97M-V/def2-TZVPD.

Each line ends with the Mulliken charge.
Cartesian coordinates (Å):
C -0.2910 0.4467 -1.2750  -0.51
C 0.2876 -0.1281 0.1309  1.30
C 0.4469 0.7338 1.4017  -0.63
C 1.0159 -1.4799 0.1461  -0.96
H -1.8469 -0.8021 -1.4551  0.36
H 0.3684 1.0336 -2.0070  0.23
H -1.2944 0.9696 -1.1136  0.11
H 1.5677 1.2823 1.3514  0.26
H 0.4819 0.1455 2.3366  0.34
H -1.3305 2.0577 -0.0026  0.18
H 1.5665 -1.8628 0.9665  0.27
H 1.1590 -2.1765 -0.5640  0.33
O -0.7445 -0.6456 -1.9823  -0.56
O -0.4082 -1.3956 0.4079  -0.47
S -0.9786 1.8216 1.6586  -0.25

Values from the calculation:
- Energy relative to the best compared isomer or geometry (same formula, charge and spin): 6.059 eV
- LUMO: 0.0089 hartree

=====

(2)
This record from the Open Molecules 2025 dataset describes a cluster of 2 separate species, C4H8O2S in total in a non-equilibrium geometry. The level of theory is ωB97M-V/def2-TZVPD.

Each line ends with the Mulliken charge.
Cartesian coordinates (Å):
C 0.4382 0.7348 -0.1083  0.81
C 1.5619 1.6609 0.3490  -1.00
C -0.9474 -1.8111 -0.1420  -0.90
C -1.2873 -0.6565 0.7871  -0.20
O 0.1452 0.3863 -1.2204  -0.55
O -0.3785 0.3358 0.8558  -0.33
S 1.4966 0.8766 -3.1800  -0.09
H 1.0584 2.6134 0.5263  0.28
H 2.4880 1.7976 -0.3319  0.31
H 1.8459 1.2446 1.2776  0.33
H 0.1898 -2.0978 -0.1710  0.24
H -1.7303 -2.5999 0.0581  0.35
H -1.2752 -1.4131 -1.1154  0.26
H -1.3450 -0.9267 1.9025  0.22
H -2.2602 -0.1449 0.5125  0.27

Values from the calculation:
- Energy relative to the best compared isomer or geometry (same formula, charge and spin): 4.136 eV
- LUMO (alpha / beta): -0.0493 / -0.0493 hartree

=====

(3)
This record from the Open Molecules 2025 dataset describes the molecule C4H8O2S in a non-equilibrium geometry. The level of theory is ωB97M-V/def2-TZVPD.

Each line ends with the Mulliken charge.
Cartesian coordinates (Å):
C 3.1567 0.4219 0.1131  -0.87
C 1.8099 0.4456 0.1379  0.54
O 0.9702 1.4920 0.0971  -0.54
S 0.9504 -1.1021 0.5712  -0.13
C -0.5702 -0.9584 -0.4446  -0.72
C -1.7322 -0.4478 0.4630  -0.36
O -1.7281 1.0021 0.3657  -0.67
H 3.5884 -0.4938 0.0572  0.33
H 3.6709 1.3889 0.1455  0.23
H 0.0263 1.3097 0.4172  0.45
H -0.9479 -1.9738 -0.7311  0.33
H -0.2653 -0.1753 -1.3245  0.34
H -2.6712 -0.7507 0.1702  0.36
H -1.6451 -0.8326 1.4189  0.36
H -1.6203 1.4657 -0.4749  0.35

Values from the calculation:
- Energy relative to the best compared isomer or geometry (same formula, charge and spin): 2.623 eV
- LUMO: 0.0251 hartree

=====

(4)
This record from the Open Molecules 2025 dataset describes the molecule C4H8O2S2 in a non-equilibrium geometry. The level of theory is ωB97M-V/def2-TZVPD.

Each line ends with the Mulliken charge.
Cartesian coordinates (Å):
O -0.4806 1.7673 1.8591  -0.53
C -0.0154 1.6544 0.5933  -0.65
C -0.3267 0.3254 -0.1032  0.53
S -2.0661 0.2853 -0.0797  -0.28
C 0.3950 -1.0209 0.1438  -0.08
O -0.3735 -2.2612 0.2462  -0.55
C 0.4984 -0.3707 -1.2857  -0.71
S 2.1833 0.2994 -1.7356  -0.24
H -1.4766 1.2587 2.0400  0.42
H -0.2627 2.3587 -0.2152  0.35
H 1.0998 1.9193 0.5407  0.25
H -2.4569 -1.0403 -0.0356  0.17
H 1.1793 -0.9466 0.9352  0.32
H -0.6069 -2.4863 1.2186  0.35
H 0.0582 -0.7360 -2.1234  0.50
H 2.6513 -1.0065 -1.9984  0.14

Values from the calculation:
- Energy relative to the best compared isomer or geometry (same formula, charge and spin): 3.922 eV
- LUMO: 0.0134 hartree